ORCA calculation (the ωB97M-V functional and the def2-TZVPD basis) on a structure of composition C43H37ClIrN6O4S3.

Results
* spin multiplicity: 2
* ΔE to the lowest compared entry with this formula, charge and spin: 49.4 kJ/mol
* gap between HOMO and LUMO (spin up / spin down): 7.462 / 7.237 eV
* charge: +2
* highest occupied orbital energy (spin up / spin down): -13.560 / -13.676 eV

Last column: Mulliken charge in e.
Element x y z (Å)
Ir1 -0.0137 0.1707 -0.1394  -0.41
N1 -0.1544 0.2282 1.8274  0.27
S1 -0.3278 -0.1392 3.2151  1.75
N2 -1.6111 -1.0786 3.5708  -0.54
S2 -2.8347 -1.1991 2.6452  1.50
N3 -2.8181 -2.3275 1.6020  -0.10
S3 -1.9983 -2.4508 0.2257  1.26
N4 -1.1949 -1.3453 -0.3280  -0.09
C1 -3.2630 -2.8810 -0.9404  0.41
C2 -3.0973 -2.4309 -2.2412  -0.12
C3 -4.0367 -2.7964 -3.1948  -0.75
C4 -5.0995 -3.6169 -2.8421  -0.60
C5 -5.2410 -4.0704 -1.5354  -0.95
C6 -4.3237 -3.6982 -0.5679  -0.74
C7 -1.0579 -3.9277 0.4577  0.21
C8 -0.3557 -4.3920 -0.6502  -0.44
C9 0.4087 -5.5363 -0.5154  -0.93
C10 0.4700 -6.1909 0.7103  -0.59
C11 -0.2440 -5.7185 1.8022  -0.83
C12 -1.0204 -4.5746 1.6843  -0.34
C13 -3.3472 0.3499 1.9255  1.23
C14 -3.4082 1.4533 2.7695  -0.60
C15 -3.9336 2.6384 2.2823  -0.97
C16 -4.4116 2.7032 0.9785  -0.80
C17 -4.3608 1.5878 0.1540  -0.57
C18 -3.8263 0.3963 0.6239  -0.15
C19 -4.1795 -1.5827 3.7082  0.15
C20 -4.0495 -1.3752 5.0727  -0.24
C21 -5.1733 -1.5224 5.8721  -0.77
C22 -6.3927 -1.8614 5.3030  -0.61
C23 -6.4998 -2.0738 3.9322  -0.81
C24 -5.3907 -1.9312 3.1200  -0.59
C25 -0.4907 1.2993 4.2393  -0.01
C26 -0.3153 2.5368 3.6439  0.01
C27 -0.4272 3.6737 4.4324  -0.82
C28 -0.7022 3.5523 5.7878  -0.55
C29 -0.8659 2.2996 6.3705  -0.93
C30 -0.7581 1.1570 5.5959  -0.39
C31 1.0032 -1.0521 3.9285  0.35
C32 0.9511 -2.4360 4.0088  0.01
C33 2.0712 -3.1114 4.4664  -0.85
C34 3.2111 -2.4057 4.8268  -0.55
C35 3.2437 -1.0192 4.7431  -0.85
C36 2.1338 -0.3279 4.2877  -0.62
H1 -2.2445 -1.8139 -2.4833  0.35
H2 -3.9332 -2.4516 -4.2150  0.45
H3 -5.8185 -3.9121 -3.5945  0.44
H4 -6.0610 -4.7271 -1.2790  0.47
H5 -4.4215 -4.0332 0.4569  0.51
H6 -0.4038 -3.8586 -1.5915  0.50
H7 0.9547 -5.9224 -1.3650  0.46
H8 1.0803 -7.0781 0.8124  0.44
H9 -0.2058 -6.2470 2.7451  0.52
H10 -1.5909 -4.1899 2.5176  0.62
H11 -3.0683 1.3777 3.7941  0.63
H12 -3.9958 3.5003 2.9327  0.50
H13 -4.8464 3.6245 0.6138  0.44
H14 -4.7646 1.6320 -0.8492  0.55
H15 -3.8149 -0.4863 0.0004  0.07
H16 -3.0873 -1.1138 5.4893  0.40
H17 -5.0942 -1.3619 6.9384  0.47
H18 -7.2668 -1.9639 5.9317  0.43
H19 -7.4531 -2.3380 3.4957  0.46
H20 -5.4551 -2.0862 2.0502  0.44
H21 -0.0867 2.5889 2.5876  0.27
H22 -0.2896 4.6505 3.9888  0.51
H23 -0.7776 4.4408 6.4005  0.46
H24 -1.0682 2.2150 7.4296  0.48
H25 -0.8717 0.1701 6.0283  0.47
H26 0.0511 -2.9630 3.7267  0.40
H27 2.0573 -4.1907 4.5354  0.47
H28 4.0846 -2.9407 5.1744  0.43
H29 4.1365 -0.4766 5.0212  0.44
H30 2.1466 0.7519 4.2079  0.48
C37 -1.7681 0.6140 -3.5137  -1.28
C38 -0.3090 0.3662 -3.3691  0.08
N5 0.3603 0.2385 -2.2335  0.50
C39 1.6837 0.0703 -2.5503  0.21
C40 1.8253 0.0861 -3.9000  0.06
N6 0.5594 0.2709 -4.3917  0.00
C41 2.9534 -0.1192 -4.8578  0.48
O1 4.1536 -0.2471 -4.3461  -0.50
O2 2.6914 -0.1688 -6.0302  -0.57
C42 2.6431 -0.0468 -1.4430  0.86
O3 3.8370 -0.1508 -1.6461  -0.83
O4 2.0677 -0.0142 -0.2761  -0.54
H31 -2.2503 0.5336 -2.5414  0.07
H32 -2.2155 -0.0986 -4.2065  0.45
H33 -1.9418 1.6167 -3.9090  0.43
H34 0.3677 0.3307 -5.3840  0.26
H35 4.1645 -0.1931 -3.3569  0.44
Cl1 0.6623 2.8756 -0.3602  -0.06
C43 -0.8855 2.0511 -0.3178  -0.23
H36 -1.4232 2.2282 -1.2411  0.55
H37 -1.4248 2.3387 0.5784  0.01



ORCA calculation (the ωB97M-V functional and the def2-TZVPD basis) on a structure of composition C17H27BNO4P2Y.

Results
* ΔE to the lowest compared entry with this formula, charge and spin: 244.2 kJ/mol
* gap between HOMO and LUMO (spin up / spin down): 6.663 / 4.457 eV
* charge: +2
* highest occupied orbital energy (spin up / spin down): -13.300 / -11.849 eV

Last column: natural (NBO) charge in e.
Element x y z (Å)
Y1 0.2858 -1.0680 -0.4312  1.78
P1 -0.3924 -0.6534 2.6211  1.22
C1 -1.8510 -1.2750 1.8236  -1.00
C2 -2.5278 -0.3820 0.8806  0.24
N1 -1.7809 0.1063 -0.1861  -0.66
C3 -2.3655 1.0223 -1.0193  0.23
C4 -3.6117 1.5444 -0.7649  -0.26
C5 -4.3505 1.0648 0.3051  -0.10
C6 -3.8204 0.0617 1.1079  -0.26
C7 -1.5871 1.5165 -2.2161  -0.74
P2 -0.3131 0.3947 -2.9342  1.05
H1 -4.3392 -0.4090 1.9396  0.25
H2 -3.9697 2.3314 -1.4318  0.25
H3 -5.3503 1.4612 0.5223  0.25
H4 -2.2382 1.6880 -3.1019  0.27
H5 -0.9816 2.4187 -1.9614  0.27
H6 -1.3832 -2.5448 0.7055  0.49
H7 -2.4700 -2.0307 2.3046  0.29
H8 -0.6099 -3.6247 -2.8646  0.47
O1 -0.9689 -3.0145 -0.0424  -1.02
H9 -1.6957 -3.1353 -0.6806  0.51
H10 -0.7418 -0.7562 -2.0359  -0.22
O2 0.0965 -3.2146 -3.3106  -0.89
H11 0.8275 -3.2207 -2.7334  0.46
C8 -1.1247 -0.3490 -4.3683  -0.95
H12 -1.5655 0.4955 -4.8934  0.25
H13 -0.4203 -0.9246 -5.0075  0.29
H14 -1.8871 -1.0768 -4.0573  0.26
C9 0.9358 1.5144 -3.6184  -0.94
H15 1.9056 1.0287 -3.8042  0.27
H16 0.5185 1.8800 -4.5672  0.27
H17 1.0606 2.3427 -2.9095  0.26
C10 -1.2533 0.3028 3.8635  -0.93
H18 -1.8063 -0.3659 4.5211  0.27
H19 -0.4839 0.8476 4.4033  0.25
H20 -1.9358 1.0007 3.3681  0.26
C11 0.4564 -2.0766 3.3968  -0.95
H21 1.5403 -1.8688 3.3468  0.26
H22 0.1409 -2.1211 4.4521  0.29
H23 0.2501 -3.0367 2.8950  0.27
O3 1.6081 1.4972 2.2149  -0.61
B1 0.9593 0.3667 1.7319  0.49
O4 1.8522 -0.2030 0.6782  -0.81
C12 3.0553 0.4818 0.7795  0.24
C13 4.2800 0.1138 0.2399  -0.26
C14 5.3787 0.8622 0.6946  -0.19
C15 5.2190 1.8817 1.6365  -0.18
C16 3.9619 2.2463 2.1251  -0.20
C17 2.8787 1.4902 1.6999  0.22
H24 4.3374 -0.7002 -0.4654  0.23
H25 6.3737 0.6038 0.3334  0.25
H26 6.0903 2.4588 1.9551  0.25
H27 3.8132 3.0271 2.8597  0.25



ORCA calculation (the ωB97M-V functional and the def2-TZVPD basis) on the molecule C3H6O3.

Results
* SMILES: COC(=O)CO
* ΔE to the lowest compared entry with this formula, charge and spin: 171.5 kJ/mol
* gap between HOMO and LUMO: 11.074 eV
* charge: 0
* highest occupied orbital energy: -10.215 eV

Last column: natural (NBO) charge in e.
Element x y z (Å)
C1 1.9355 -0.3413 -0.1188  -0.27
O1 0.6801 -0.6573 0.5069  -0.47
C2 -0.2416 0.2498 0.3010  0.79
O2 0.0073 1.3270 -0.2384  -0.65
C3 -1.6891 -0.1659 0.4212  -0.16
O3 -1.9539 0.1496 -0.9375  -0.72
H1 1.7937 -0.2528 -1.2008  0.20
H2 2.3304 0.5983 0.2694  0.20
H3 2.5813 -1.1792 0.1248  0.20
H4 -1.8101 -1.2176 0.7292  0.20
H5 -2.2845 0.4570 1.1081  0.18
H6 -1.3492 1.0325 -0.9649  0.49



ORCA calculation (the ωB97M-V functional and the def2-TZVPD basis) on a cluster of 3 separate species, C23H53BN3O7Si in total.

Results
* gap between HOMO and LUMO: 8.657 eV
* charge: +1
* highest occupied orbital energy: -10.928 eV

Last column: Mulliken charge in e.
Element x y z (Å)
C1 0.4037 1.7818 3.2113  -0.27
O1 1.6155 2.1853 2.6217  -0.42
C2 1.4880 3.2866 1.7394  -0.02
C3 2.5506 3.2273 0.6418  -1.06
C4 2.0812 2.6925 -0.7167  -0.69
C5 1.9492 1.1672 -0.8018  -1.15
C6 0.6537 0.5837 -0.2091  1.71
C7 -0.0755 -0.3816 -1.1478  -0.94
C8 -0.9898 -1.4015 -0.4439  -1.02
C9 -2.4737 -1.2751 -0.8002  -1.45
C10 -3.0789 0.1260 -0.6252  0.55
C11 -2.9719 0.6447 0.8127  -0.67
C12 -2.7191 2.1206 1.0854  0.93
O2 -3.1206 2.4297 2.4052  -0.48
C13 -4.5251 2.7052 2.4031  -0.63
C14 -4.9254 2.9370 0.9345  -0.29
O3 -5.5426 1.8894 0.2806  0.23
B1 -6.8228 1.4872 0.6492  0.19
O4 -7.5383 2.3562 1.4248  -0.56
O5 -7.3205 0.3436 0.1013  -0.57
N1 -3.5622 3.1354 0.3172  -0.19
Si1 -3.3847 3.6174 -1.5238  0.58
C15 -1.8903 2.8850 -2.3324  -1.04
C16 -4.9601 3.2986 -2.4346  -1.06
C17 -3.0990 5.4419 -1.3103  -1.33
H1 -0.2249 1.2386 2.4928  -0.11
H2 0.6402 1.1145 4.0381  0.36
H3 -0.1629 2.6355 3.6053  0.29
H4 0.4778 3.2889 1.2996  -0.13
H5 1.5874 4.2187 2.3112  0.51
H6 2.9427 4.2380 0.5023  0.44
H7 3.3831 2.6230 1.0097  0.36
H8 2.8043 3.0149 -1.4705  0.44
H9 1.1327 3.1810 -0.9801  0.11
H10 2.0548 0.8454 -1.8408  0.52
H11 2.7971 0.7309 -0.2685  0.31
H12 0.8643 0.0714 0.7309  0.81
H13 -0.0097 1.4221 0.0482  -1.73
H14 0.6940 -0.9422 -1.6775  0.67
H15 -0.6346 0.1793 -1.9052  0.59
H16 -0.8625 -1.3335 0.6412  0.50
H17 -0.6506 -2.4045 -0.7021  0.35
H18 -3.0617 -1.9888 -0.2136  0.35
H19 -2.6083 -1.5671 -1.8462  0.41
H20 -2.6182 0.8096 -1.3364  -0.87
H21 -4.1371 0.0705 -0.8908  0.40
H22 -3.8611 0.3624 1.3754  0.64
H23 -2.1383 0.1456 1.3115  0.35
H24 -1.6711 2.4092 1.0199  -0.64
H25 -4.6919 3.6127 2.9821  0.31
H26 -5.0830 1.8821 2.8526  0.34
H27 -5.4685 3.8779 0.8164  0.71
H28 -8.0946 1.9545 2.1057  0.31
H29 -6.9264 -0.5042 0.3411  0.32
H30 -3.2681 4.0063 0.7717  0.48
H31 -1.0532 2.6622 -1.6682  0.09
H32 -2.1314 1.9862 -2.8994  0.42
H33 -1.5575 3.6389 -3.0529  0.60
H34 -5.8446 3.3447 -1.8004  0.27
H35 -5.0503 4.1110 -3.1615  0.45
H36 -4.9666 2.3503 -2.9715  0.33
H37 -3.1713 5.9317 -2.2830  0.41
H38 -3.7836 5.9358 -0.6154  0.37
H39 -2.0838 5.6204 -0.9398  0.36
C18 4.3319 -3.3732 -1.1882  -1.11
C19 2.8282 -3.4087 -1.3001  0.90
O6 2.1197 -2.5687 -0.7581  -0.59
N2 2.2810 -4.4166 -2.0215  -0.14
C20 2.9614 -5.5047 -2.6937  -0.90
H40 4.6001 -2.5237 -0.5668  0.29
H41 4.6973 -4.2890 -0.7216  0.01
H42 4.7981 -3.2621 -2.1683  0.40
H43 1.2743 -4.3937 -2.0583  0.23
H44 2.7523 -5.4955 -3.7646  0.30
H45 2.6531 -6.4679 -2.2859  0.29
H46 4.0331 -5.4131 -2.5528  0.33
C21 7.0749 -7.0791 0.5152  -1.42
C22 6.1012 -6.0841 1.1037  0.86
O7 4.9168 -6.0887 0.8020  -0.67
N3 6.5866 -5.1756 1.9872  -0.14
C23 7.9462 -5.0226 2.4609  -0.84
H47 6.5221 -7.7234 -0.1612  0.31
H48 7.8701 -6.5756 -0.0360  0.36
H49 7.5346 -7.6890 1.2934  0.41
H50 5.8845 -4.5471 2.3461  0.23
H51 8.0026 -5.1562 3.5422  0.29
H52 8.3388 -4.0346 2.2159  0.29
H53 8.5873 -5.7650 1.9961  0.31